Molecular formula: C22H32I2NO3P2Tc
Method: DFT, ωB97M-V/def2-TZVPD

Geometry as XYZ:
```
63
Properties=species:S:1:pos:R:3:forces:R:3
I 0.09566 -1.60118 -3.91195 0.071 -0.205 -0.068
I 0.35391 1.04778 -6.91952 0.020 -0.053 -0.187
Tc 0.11341 0.57480 -2.44809 0.040 2.202 5.437
P -2.14191 0.06047 -2.54739 -3.459 -1.579 -0.136
C -3.02680 -0.25483 -4.10256 0.486 0.287 -0.198
C -2.66323 -1.26451 -1.40072 0.855 -0.359 -0.101
H -3.73263 -1.14174 -1.16799 0.384 0.047 -0.229
H -4.15931 1.06235 -1.70062 0.395 0.016 -0.150
H -2.07012 -1.15265 -0.48154 -0.214 -0.187 -0.130
H -2.73054 1.51594 -0.68734 -0.203 -0.005 -0.386
H -2.58185 -1.11043 -4.62723 -0.322 0.292 0.161
H -2.48941 -2.25042 -1.84156 -0.032 0.075 0.176
C -3.10522 1.37947 -1.71428 0.907 0.989 -0.190
H -4.08632 -0.45710 -3.89164 0.298 0.145 0.017
H -2.99056 2.31334 -2.27743 -0.256 -0.012 0.310
H -2.91281 0.64125 -4.72897 -0.225 -0.258 -0.001
P 2.37069 0.05308 -2.61686 3.624 -1.758 -0.369
C 3.28287 -0.27515 -4.16668 -0.736 0.225 -0.251
C 3.40543 1.32574 -1.80230 -1.053 1.134 0.019
H 2.19360 -1.19676 -0.56907 0.227 -0.159 -0.080
H 3.89384 -1.11516 -1.13988 -0.380 0.002 -0.223
H 2.74202 -2.26734 -1.90344 -0.003 0.113 0.159
C 2.84932 -1.27786 -1.44935 -0.811 -0.344 -0.152
H 3.17354 1.33294 -0.72508 0.147 0.083 -0.405
H 4.45966 1.05303 -1.97259 -0.456 0.042 -0.059
H 4.35322 -0.41161 -3.94811 -0.402 0.099 0.030
H 3.11785 0.59336 -4.82354 0.275 -0.259 0.082
H 3.16934 2.30355 -2.23921 0.427 -0.008 0.256
H 2.88031 -1.16227 -4.67498 0.290 0.274 0.203
C 0.02474 2.07028 -3.62599 -0.277 4.718 -3.108
O -0.05310 3.08921 -4.18949 0.296 -4.183 2.382
C 1.38796 -3.43416 2.73773 -0.201 -0.213 0.107
C 0.04038 -2.75289 2.62262 0.309 0.391 0.072
C -1.06450 -3.49384 2.19764 0.364 -0.103 -0.155
C -2.30724 -2.89686 2.00772 -1.007 1.174 0.357
C -2.49811 -1.57080 2.37232 -0.774 -1.205 -0.613
C -1.38721 -0.79614 2.70321 0.018 1.591 0.754
N -1.62266 0.55677 2.88786 -0.427 -1.002 0.117
C -0.73969 1.64944 2.86216 0.994 0.527 0.228
C -0.64734 2.36332 4.06651 -0.263 0.105 -0.195
C 0.32408 3.33911 4.21668 0.621 -0.037 -0.119
C 1.13648 3.69096 3.12986 -0.102 0.249 -0.057
C 0.90715 3.13406 1.86909 -0.130 -0.021 0.055
C 0.03151 2.04738 1.73166 -0.354 -0.472 -0.280
C 0.00700 1.22561 0.45068 0.039 -1.481 1.515
O -0.04959 -0.02757 0.51920 -0.008 1.864 -1.309
O 0.09996 1.84617 -0.69840 0.092 -0.900 -2.362
C -0.11072 -1.38757 2.89230 0.681 -0.536 -0.396
C 1.05105 -0.58244 3.35681 0.571 0.011 0.205
H 2.13898 -2.96436 2.07505 -0.309 -0.201 0.402
H 1.74096 -3.40364 3.78099 0.060 -0.039 -0.428
H 1.27854 -4.49057 2.45125 0.180 0.375 0.114
H -0.94702 -4.56009 2.01943 -0.028 0.165 -0.070
H -3.14063 -3.44496 1.58823 0.002 -0.189 0.274
H -3.47602 -1.08881 2.34883 0.161 -0.247 -0.196
H -2.51276 0.82129 3.32026 0.065 -0.464 -0.460
H -1.31701 2.13441 4.90901 0.403 -0.081 -0.444
H 0.49972 3.76372 5.20656 -0.138 0.083 -0.384
H 1.93898 4.43008 3.23872 -0.504 -0.230 0.028
H 1.41554 3.55888 0.99705 -0.053 -0.427 0.323
H 1.42304 0.07412 2.55033 -0.083 -0.264 0.461
H 0.79783 0.03350 4.23159 0.099 -0.102 -0.310
H 1.86574 -1.25170 3.65242 -0.190 0.308 -0.048
```
Positions in Å, forces in eV/Å.

Calculated values
Charge   +3
⟨S²⟩   3.849
HOMO (alpha / beta)   -16.731 / -17.011 eV
Energy above the lowest of the compared OMol25 structures with the same formula, charge and spin   0.0 kJ/mol
LUMO (alpha / beta)   -12.69 / -12.60 eV
Frontier orbital gap (alpha / beta)   4.046 / 4.414 eV
Multiplicity   4
DFT total energy   -67915.989 eV